A structure of composition C41H38N7OPSSeSn at a distorted geometry, computed with ωB97M-V with the def2-TZVPD basis set.

Last column: Mulliken charge in e.
Cartesian coordinates (Å):
Sn1 0.380 -0.149 0.231  0.9759
C1 2.253 0.446 3.160  -1.2988
C2 2.260 1.911 2.744  0.1214
C3 3.269 2.126 1.625  -1.4001
C4 0.856 2.448 2.392  -0.0065
C5 0.793 3.983 2.511  -0.5702
O1 0.097 4.386 1.342  -0.3893
C6 -0.095 3.341 0.570  0.0719
N1 0.345 2.201 1.020  0.4116
C7 -0.894 3.646 -0.627  0.4835
C8 -1.077 5.014 -0.891  -1.2340
C9 -1.959 5.461 -1.858  -0.8306
C10 -2.704 4.551 -2.588  -0.8237
C11 -2.515 3.196 -2.378  -0.7772
C12 -1.608 2.736 -1.420  0.6985
P1 -1.499 0.915 -1.447  1.8039
C13 -3.174 0.360 -1.034  0.8470
C14 -3.964 -0.516 -1.783  -0.4362
C15 -5.241 -0.819 -1.341  -0.7928
C16 -5.731 -0.283 -0.157  -0.6803
C17 -4.949 0.597 0.585  -0.7378
C18 -3.671 0.901 0.163  -0.7797
C19 -0.871 0.538 -3.101  1.2704
C20 -1.100 -0.678 -3.754  -0.6011
C21 -0.670 -0.842 -5.058  -0.9541
C22 0.040 0.171 -5.697  -0.7373
C23 0.354 1.342 -5.016  -0.7997
C24 -0.083 1.522 -3.718  -0.6169
H1 3.189 0.208 3.659  0.4861
H2 2.168 -0.220 2.286  0.1054
H3 1.431 0.243 3.845  0.3283
H4 2.575 2.484 3.624  0.4710
H5 3.002 1.476 0.782  0.1127
H6 4.264 1.852 1.960  0.5216
H7 3.300 3.160 1.288  0.4331
H8 0.129 1.973 3.067  0.2661
H9 1.781 4.456 2.507  0.3908
H10 0.238 4.341 3.380  0.3048
H11 -0.529 5.734 -0.308  0.6043
H12 -2.078 6.522 -2.022  0.4686
H13 -3.425 4.882 -3.323  0.5085
H14 -3.085 2.478 -2.953  0.4823
H15 -3.617 -0.922 -2.718  0.4691
H16 -5.866 -1.476 -1.927  0.5082
H17 -6.721 -0.546 0.187  0.4686
H18 -5.342 1.035 1.489  0.5372
H19 -3.046 1.576 0.739  0.3717
H20 -1.620 -1.484 -3.252  0.2607
H21 -0.886 -1.760 -5.582  0.5448
H22 0.359 0.047 -6.721  0.4936
H23 0.933 2.115 -5.501  0.5400
H24 0.149 2.440 -3.193  0.4541
S1 4.491 -4.983 -4.450  0.3189
N2 3.050 -5.153 -3.769  -0.6519
C25 2.685 -4.027 -3.166  0.5929
C26 1.478 -3.774 -2.448  0.4179
C27 0.439 -4.708 -2.320  -0.5403
C28 -0.682 -4.363 -1.595  -1.1188
C29 -0.721 -3.113 -0.988  -0.4753
N3 0.247 -2.214 -1.106  0.3161
C30 1.328 -2.505 -1.848  -0.2633
C31 2.311 -1.459 -2.036  -0.4155
N4 2.060 -0.243 -1.510  0.4841
C32 2.892 0.758 -1.780  -0.1404
C33 4.063 0.605 -2.514  -1.3216
C34 4.391 -0.647 -2.990  -0.5888
C35 3.483 -1.698 -2.788  0.2793
C36 3.675 -3.011 -3.320  0.7029
N5 4.711 -3.452 -4.027  -0.6512
H25 0.532 -5.676 -2.790  0.6021
H26 -1.511 -5.044 -1.486  0.5526
H27 -1.565 -2.807 -0.381  0.6678
H28 2.614 1.725 -1.378  0.7877
H29 4.708 1.457 -2.677  0.5530
H30 5.318 -0.836 -3.515  0.6012
C37 -2.569 0.016 5.263  -0.8813
N6 -1.709 -1.119 5.458  0.2414
C38 -1.314 -1.584 6.662  -0.3935
C39 -0.557 -2.712 6.447  -0.3134
N7 -0.503 -2.918 5.116  0.2169
C40 0.145 -4.032 4.479  -0.8369
C41 -1.194 -1.927 4.497  -0.2263
Se1 -1.375 -1.741 2.670  0.0141
H31 -3.260 0.099 6.100  0.3662
H32 -3.140 -0.097 4.342  0.3660
H33 -1.984 0.935 5.219  0.3188
H34 -1.580 -1.112 7.589  0.5302
H35 -0.073 -3.358 7.156  0.5068
H36 0.286 -4.829 5.207  0.3256
H37 1.124 -3.739 4.096  0.3191
H38 -0.465 -4.407 3.657  0.3876

LUMO energy (alpha / beta) (eV): -14.480 / -14.482
Total charge: +4
Orbital gap (alpha / beta) (eV): 3.6 / 3.6
Energy above the lowest of the compared OMol25 structures with the same formula, charge and spin (kJ/mol): 263.76